Entry P
{
  "formula": "C4H11NO2",
  "method": "ωB97M-V with the def2-TZVPD basis set",
  "elements": ["C", "C", "C", "O", "N", "C", "O", "H", "H", "H", "H", "H", "H", "H", "H", "H", "H", "H"],
  "positions_angstrom": [[0.594, 0.215, -0.783], [1.073, -0.930, 0.145], [2.214, -1.655, -0.614], [0.036, -1.843, 0.418], [-0.176, 1.127, 0.035], [-1.556, 1.225, -0.163], [-2.079, 1.949, 1.001], [1.502, 0.605, -1.261], [-0.050, -0.092, -1.601], [1.426, -0.494, 1.072], [2.925, -0.868, -0.906], [2.660, -2.529, -0.136], [1.845, -1.947, -1.609], [0.373, -2.738, 0.332], [0.220, 1.833, 0.657], [-2.103, 0.256, -0.164], [-1.941, 1.768, -1.030], [-2.992, 2.001, 0.688]],
  "total_charge": 1,
  "homo_lumo_gap_ha": [0.447, 0.260],
  "spin_multiplicity": 2,
  "e_lumo_ev": [-2.9, -7.9]
}

Entry Q
{
  "formula": "C4H11NO2",
  "method": "ωB97M-V with the def2-TZVPD basis set",
  "elements": ["C", "C", "N", "C", "C", "O", "H", "H", "H", "H", "H", "H", "H", "H", "H", "H", "H", "O"],
  "positions_angstrom": [[1.425, -1.301, 0.988], [0.773, -0.305, 0.057], [-0.246, 0.424, 0.482], [-0.857, 0.239, 1.783], [-2.060, 1.246, 1.907], [1.325, -0.201, -1.067], [1.932, -0.702, 1.773], [2.292, -1.795, 0.548], [0.724, -1.953, 1.508], [-0.679, 0.899, -0.304], [-1.276, -0.770, 1.820], [-0.156, 0.501, 2.565], [-3.049, 0.798, 1.743], [-2.138, 1.406, 2.991], [-1.952, 2.169, 1.348], [0.063, -0.353, -2.783], [0.564, 0.456, -3.952], [-0.141, -0.158, -3.699]],
  "total_charge": 1,
  "homo_lumo_gap_ha": [0.382, 0.177],
  "spin_multiplicity": 2,
  "e_lumo_ev": [-4.1, -9.7]
}

Entry R
{
  "formula": "C4H11NO2",
  "method": "ωB97M-V with the def2-TZVPD basis set",
  "elements": ["C", "C", "C", "C", "N", "O", "H", "H", "H", "H", "H", "H", "H", "H", "H", "H", "H", "O"],
  "positions_angstrom": [[2.031, 0.242, -0.737], [0.942, -0.702, -1.303], [0.261, -1.484, -0.127], [-1.227, -1.257, -0.111], [-1.616, -0.525, 1.163], [-1.978, -1.246, -1.029], [2.822, -0.425, -0.382], [2.320, 1.020, -1.439], [1.582, 0.778, 0.121], [1.337, -1.389, -2.047], [0.158, -0.125, -1.836], [0.743, -1.150, 0.809], [0.458, -2.538, -0.318], [-1.173, 0.377, 0.893], [-2.597, -0.403, 0.860], [-0.782, 3.490, 1.732], [-2.117, 2.718, 1.861], [-1.164, 2.620, 1.891]],
  "total_charge": 1,
  "homo_lumo_gap_ha": [0.384, 0.215],
  "spin_multiplicity": 2,
  "e_lumo_ev": [-5.0, -9.6]
}

Energies relative to the most stable structure, in eV: entry P 0.000; entry Q 0.328; entry R 0.657.

Entry P
{
  "formula": "C19H24ClN5O2S",
  "method": "ωB97M-V with the def2-TZVPD basis set",
  "elements": ["C", "C", "C", "C", "N", "N", "C", "N", "C", "O", "C", "C", "C", "O", "N", "C", "C", "N", "C", "C", "C", "C", "Cl", "C", "C", "C", "C", "S", "H", "H", "H", "H", "H", "H", "H", "H", "H", "H", "H", "H", "H", "H", "H", "H", "H", "H", "H", "H", "H", "H", "H", "H"],
  "positions_angstrom": [[-5.299, -3.952, 1.171], [-4.866, -3.597, -0.252], [-3.547, -4.286, -0.608], [-4.725, -2.122, -0.387], [-5.430, -1.397, -1.176], [-5.148, -0.099, -1.131], [-4.206, 0.181, -0.294], [-3.757, 1.452, -0.065], [-2.742, 1.724, 0.805], [-2.216, 0.853, 1.465], [-2.362, 3.187, 0.917], [-0.836, 3.277, 0.900], [-0.337, 2.650, -0.397], [-1.121, 2.256, -1.243], [0.999, 2.573, -0.573], [2.020, 2.860, 0.405], [2.664, 1.554, 0.898], [3.198, 0.849, -0.243], [4.312, 0.032, -0.122], [5.009, -0.366, -1.269], [6.154, -1.129, -1.183], [6.638, -1.506, 0.059], [8.081, -2.458, 0.171], [5.972, -1.123, 1.210], [4.819, -0.367, 1.118], [2.164, 0.543, -1.212], [1.528, 1.843, -1.708], [-3.556, -1.197, 0.554], [-6.239, -3.461, 1.416], [-4.543, -3.632, 1.885], [-5.435, -5.027, 1.263], [-5.642, -3.908, -0.958], [-2.763, -3.973, 0.078], [-3.660, -5.365, -0.540], [-3.246, -4.031, -1.621], [-4.120, 2.164, -0.683], [-2.747, 3.573, 1.863], [-2.786, 3.758, 0.093], [-0.444, 2.711, 1.747], [-0.508, 4.315, 0.972], [1.616, 3.419, 1.245], [2.793, 3.467, -0.082], [3.473, 1.805, 1.584], [1.906, 0.956, 1.431], [4.664, -0.058, -2.244], [6.679, -1.423, -2.079], [6.346, -1.424, 2.176], [4.305, -0.106, 2.030], [2.580, -0.014, -2.048], [1.378, -0.071, -0.744], [0.704, 1.633, -2.390], [2.278, 2.462, -2.209]],
  "homo_lumo_gap_ha": 0.313,
  "smiles": "CC(C)c1nnc(NC(=O)CCC(=O)N2CCN(c3ccc(Cl)cc3)CC2)s1",
  "e_lumo_ev": 0.5
}

Entry Q
{
  "formula": "C19H24ClN5O2S",
  "method": "ωB97M-V with the def2-TZVPD basis set",
  "elements": ["C", "C", "C", "C", "N", "N", "C", "N", "C", "O", "C", "C", "C", "O", "N", "C", "C", "N", "C", "C", "C", "C", "C", "Cl", "C", "C", "C", "S", "H", "H", "H", "H", "H", "H", "H", "H", "H", "H", "H", "H", "H", "H", "H", "H", "H", "H", "H", "H", "H", "H", "H", "H"],
  "positions_angstrom": [[-5.235, -2.606, 1.012], [-4.120, -2.343, -0.003], [-4.676, -1.727, -1.287], [-3.097, -1.439, 0.579], [-1.892, -1.770, 0.859], [-1.142, -0.784, 1.327], [-1.762, 0.348, 1.400], [-1.125, 1.467, 1.883], [-1.106, 2.771, 1.445], [-0.283, 3.529, 1.905], [-2.095, 3.173, 0.380], [-1.478, 3.007, -1.021], [-1.094, 1.561, -1.310], [-1.958, 0.753, -1.612], [0.206, 1.204, -1.239], [1.340, 2.008, -0.842], [2.168, 1.248, 0.200], [2.584, -0.032, -0.322], [3.791, -0.592, 0.053], [3.924, -1.949, 0.364], [5.160, -2.486, 0.670], [6.299, -1.701, 0.690], [6.168, -0.357, 0.384], [7.571, 0.658, 0.385], [4.946, 0.200, 0.063], [1.437, -0.852, -0.646], [0.599, -0.118, -1.693], [-3.440, 0.248, 0.919], [-5.731, -1.674, 1.278], [-5.972, -3.281, 0.585], [-4.832, -3.057, 1.916], [-3.611, -3.284, -0.234], [-5.311, -2.443, -1.803], [-3.865, -1.430, -1.948], [-5.266, -0.842, -1.055], [-0.357, 1.248, 2.512], [-2.333, 4.227, 0.532], [-3.011, 2.590, 0.447], [-0.641, 3.691, -1.145], [-2.245, 3.265, -1.754], [1.027, 2.953, -0.404], [1.964, 2.205, -1.723], [3.030, 1.849, 0.482], [1.547, 1.100, 1.098], [3.057, -2.589, 0.391], [5.235, -3.535, 0.912], [7.262, -2.117, 0.935], [4.900, 1.245, -0.198], [1.769, -1.792, -1.085], [0.819, -1.060, 0.239], [-0.310, -0.681, -1.910], [1.186, -0.007, -2.612]],
  "homo_lumo_gap_ha": 0.308,
  "smiles": "CC(C)c1nnc(NC(=O)CCC(=O)N2CCN(c3cccc(Cl)c3)CC2)s1",
  "e_lumo_ev": 0.5
}

Energies relative to the most stable structure, in eV: entry P 0.000; entry Q 0.231.

Entry P
{
  "formula": "CH5INO",
  "method": "ωB97M-V with the def2-TZVPD basis set",
  "elements": ["C", "N", "O", "I", "H", "H", "H", "H", "H"],
  "positions_angstrom": [[-1.357, 0.046, -0.319], [-0.866, 1.033, -1.004], [0.815, -1.255, 0.528], [-1.607, -1.771, -1.181], [-1.799, 0.431, 0.546], [-0.932, 2.027, -0.788], [-0.321, 1.010, -1.859], [0.955, -1.793, 1.271], [1.115, -1.732, -0.310]],
  "total_charge": 1,
  "homo_lumo_gap_ha": 0.338,
  "e_lumo_ev": -5.4
}

Entry Q
{
  "formula": "CH5INO",
  "method": "ωB97M-V with the def2-TZVPD basis set",
  "elements": ["C", "N", "O", "I", "H", "H", "H", "H", "H"],
  "positions_angstrom": [[-0.626, -0.422, -0.341], [0.096, 0.548, 0.522], [-0.518, 0.152, -1.523], [-2.617, -0.658, 0.620], [0.262, -1.815, -0.253], [-0.454, 1.381, 0.298], [0.988, 0.619, 0.090], [-0.037, 0.052, 1.360], [-0.881, -0.453, -2.219]],
  "total_charge": 1,
  "homo_lumo_gap_ha": 0.347,
  "e_lumo_ev": -5.0
}

Energies relative to the most stable structure, in eV: entry P 0.000; entry Q 1.876.

Entry P
{
  "formula": "C11H18",
  "method": "ωB97M-V with the def2-TZVPD basis set",
  "elements": ["C", "C", "C", "C", "C", "C", "C", "H", "H", "H", "H", "H", "H", "H", "H", "C", "C", "C", "C", "H", "H", "H", "H", "H", "H", "H", "H", "H", "H"],
  "positions_angstrom": [[-1.761, -1.602, 1.291], [-0.291, -1.419, 1.511], [0.212, -0.588, 2.486], [1.615, -0.471, 2.726], [2.424, -1.281, 1.987], [1.991, -2.177, 1.006], [0.646, -2.098, 0.690], [-1.977, -2.403, 0.578], [-2.137, -0.637, 0.965], [-2.089, -2.251, 2.113], [-0.443, 0.093, 3.026], [1.974, 0.122, 3.556], [3.504, -1.287, 2.155], [2.685, -2.821, 0.504], [0.211, -2.689, -0.105], [0.332, 2.890, -2.493], [-0.798, 1.964, -2.031], [-2.176, 2.674, -2.176], [-0.904, 0.690, -2.917], [1.331, 2.450, -2.375], [0.419, 3.759, -1.843], [0.157, 3.151, -3.529], [-0.771, 1.711, -0.984], [-2.843, 2.340, -2.956], [-2.725, 2.532, -1.238], [-2.138, 3.774, -2.285], [-0.143, 0.699, -3.687], [-0.688, -0.264, -2.428], [-1.787, 0.627, -3.544]],
  "homo_lumo_gap_ha": 0.366,
  "smiles": "Cc1ccccc1.CC(C)C",
  "e_lumo_ev": 0.9
}

Entry Q
{
  "formula": "C11H18",
  "method": "ωB97M-V with the def2-TZVPD basis set",
  "elements": ["C", "C", "C", "C", "C", "C", "H", "H", "H", "H", "H", "H", "C", "C", "C", "C", "C", "H", "H", "H", "H", "H", "H", "H", "H", "H", "H", "H", "H"],
  "positions_angstrom": [[-1.718, -1.177, -0.909], [-1.085, -0.068, -1.391], [-1.421, 1.163, -0.858], [-2.339, 1.287, 0.117], [-3.053, 0.219, 0.601], [-2.776, -0.979, -0.005], [-1.186, -2.202, -1.080], [-0.310, 0.003, -2.186], [-0.911, 2.108, -1.164], [-2.425, 2.333, 0.455], [-3.815, 0.276, 1.373], [-3.134, -2.002, 0.462], [4.456, 0.510, -0.266], [3.288, -0.526, -0.171], [2.030, 0.102, 0.377], [0.868, -0.751, 0.835], [-0.410, 0.165, 1.261], [4.141, 1.333, -0.873], [4.878, 0.962, 0.757], [5.200, -0.075, -0.808], [3.714, -1.246, 0.583], [3.000, -1.070, -1.073], [2.163, 0.870, 1.077], [1.697, 0.664, -0.599], [1.170, -1.400, 1.756], [0.612, -1.222, -0.138], [-0.485, 0.907, 0.478], [-1.321, -0.393, 1.163], [-0.032, 0.495, 2.280]],
  "homo_lumo_gap_ha": 0.354,
  "smiles": "c1ccccc1.CCCCC",
  "e_lumo_ev": 1.0
}

Energies relative to the most stable structure, in eV: entry P 0.000; entry Q 3.281.

Entry P
{
  "formula": "C11H18",
  "method": "ωB97M-V with the def2-TZVPD basis set",
  "elements": ["C", "C", "C", "C", "C", "C", "C", "C", "C", "C", "C", "H", "H", "H", "H", "H", "H", "H", "H", "H", "H", "H", "H", "H", "H", "H", "H", "H", "H"],
  "positions_angstrom": [[1.388, 2.475, -1.687], [1.181, 1.321, -1.022], [-0.113, 0.832, -0.625], [-1.172, 1.604, -0.949], [-1.041, 2.845, -1.580], [0.243, 3.271, -1.864], [0.041, -1.361, 0.812], [0.992, -1.920, 1.871], [-0.740, -0.179, 1.591], [-1.053, -2.516, 0.743], [0.500, -1.254, -0.483], [2.410, 2.813, -1.842], [2.085, 0.697, -0.861], [-0.132, -0.073, -0.021], [-2.215, 1.365, -0.648], [-1.870, 3.553, -1.874], [0.362, 4.183, -2.501], [2.071, -1.361, 2.014], [0.189, -1.697, 2.757], [1.383, -2.983, 1.663], [-1.203, 0.511, 0.725], [-1.442, -0.472, 2.321], [0.096, 0.561, 2.320], [-1.623, -2.218, -0.256], [-1.843, -2.491, 1.706], [-0.678, -3.551, 0.437], [0.871, -2.272, -0.740], [-0.194, -1.057, -1.318], [1.507, -0.627, -0.686]],
  "homo_lumo_gap_ha": 0.351,
  "e_lumo_ev": 0.8
}

Entry Q
{
  "formula": "C11H18",
  "method": "ωB97M-V with the def2-TZVPD basis set",
  "elements": ["C", "C", "C", "C", "C", "C", "C", "C", "H", "H", "H", "H", "H", "H", "H", "H", "H", "H", "C", "C", "C", "H", "H", "H", "H", "H", "H", "H", "H"],
  "positions_angstrom": [[-2.372, -0.989, 1.337], [-2.911, -0.952, -0.109], [-1.823, -1.064, -1.133], [-0.812, -0.102, -1.172], [0.206, -0.208, -2.104], [0.230, -1.265, -3.003], [-0.763, -2.232, -2.959], [-1.804, -2.112, -2.044], [-1.594, -1.741, 1.473], [-3.165, -1.195, 2.047], [-1.873, -0.058, 1.615], [-3.668, -1.740, -0.156], [-3.474, -0.020, -0.221], [-0.961, 0.752, -0.524], [1.039, 0.477, -2.064], [1.035, -1.337, -3.717], [-0.621, -3.123, -3.567], [-2.594, -2.854, -2.063], [2.085, 1.719, 0.419], [2.503, 1.182, 1.778], [2.535, 2.310, 2.828], [2.847, 2.326, -0.072], [1.246, 2.404, 0.570], [1.790, 0.983, -0.321], [1.756, 0.444, 2.070], [3.458, 0.667, 1.731], [1.762, 2.126, 3.579], [3.471, 2.301, 3.396], [2.472, 3.301, 2.385]],
  "homo_lumo_gap_ha": 0.369,
  "smiles": "CCc1ccccc1.CCC",
  "e_lumo_ev": 1.0
}

Energies relative to the most stable structure, in eV: entry P 8.300; entry Q 0.000.

Entry P
{
  "formula": "C11H18",
  "method": "ωB97M-V with the def2-TZVPD basis set",
  "elements": ["C", "C", "C", "C", "C", "C", "C", "H", "H", "H", "H", "H", "H", "H", "H", "C", "C", "C", "C", "H", "H", "H", "H", "H", "H", "H", "H", "H", "H"],
  "positions_angstrom": [[-2.309, 2.263, -0.047], [-0.883, 2.127, 0.319], [-0.091, 3.270, 0.196], [1.112, 3.402, 0.930], [1.693, 2.370, 1.612], [0.981, 1.162, 1.632], [-0.229, 1.028, 0.927], [-2.781, 3.233, -0.196], [-2.885, 1.934, 0.830], [-2.471, 1.566, -0.859], [-0.359, 4.156, -0.392], [1.700, 4.290, 0.759], [2.665, 2.422, 2.063], [1.165, 0.407, 2.388], [-0.656, 0.047, 1.024], [0.440, -2.621, 0.588], [0.439, -2.033, -0.833], [1.077, -3.111, -1.751], [-1.046, -1.627, -1.199], [1.398, -3.233, 0.618], [-0.412, -3.252, 0.832], [0.543, -1.839, 1.347], [1.014, -1.138, -0.967], [0.952, -4.161, -1.472], [0.892, -3.034, -2.855], [2.162, -2.951, -1.707], [-1.612, -2.075, -0.410], [-1.271, -0.572, -1.198], [-1.227, -2.028, -2.180]],
  "homo_lumo_gap_ha": 0.364,
  "smiles": "Cc1ccccc1.CC(C)C",
  "e_lumo_ev": 1.0
}

Entry Q
{
  "formula": "C11H18",
  "method": "ωB97M-V with the def2-TZVPD basis set",
  "elements": ["C", "C", "C", "C", "C", "C", "C", "H", "H", "H", "H", "H", "H", "H", "H", "C", "C", "C", "C", "H", "H", "H", "H", "H", "H", "H", "H", "H", "H"],
  "positions_angstrom": [[2.460, -0.548, -1.473], [1.764, 0.627, -0.768], [2.178, 0.977, 0.462], [1.421, 2.006, 1.123], [0.464, 2.742, 0.416], [0.230, 2.467, -0.939], [0.941, 1.397, -1.519], [1.793, -1.347, -1.632], [3.242, -0.990, -0.965], [2.740, -0.149, -2.513], [3.118, 0.662, 0.908], [1.516, 2.084, 2.183], [-0.054, 3.556, 0.938], [-0.398, 3.061, -1.566], [0.859, 1.225, -2.639], [-1.789, -0.500, 1.864], [-1.118, -1.224, 0.623], [-1.726, -2.776, 0.376], [-1.441, -0.469, -0.631], [-2.497, 0.316, 1.546], [-1.088, -0.080, 2.505], [-2.407, -1.291, 2.599], [-0.096, -1.314, 0.904], [-2.789, -2.790, 0.327], [-1.248, -3.302, -0.474], [-1.369, -3.319, 1.328], [-1.159, 0.548, -0.662], [-1.018, -1.004, -1.504], [-2.527, -0.567, -0.818]],
  "homo_lumo_gap_ha": 0.367,
  "smiles": "Cc1ccccc1.CC(C)C",
  "e_lumo_ev": 1.0
}

Energies relative to the most stable structure, in eV: entry P 0.000; entry Q 0.400.